Entry 1:
{"formula": "C32H29BrCl3CuGeN4O2S", "method": "ωB97M-V/def2-TZVPD", "charge": 0, "largest_force_ev_per_a": 0.44, "homo_lumo_gap_ev": 6.9, "lumo_energy_ev": -1.37, "total_energy_ev": -263315.535, "mol_weight_g_mol": 856.10, "homo_ev": -8.258, "elements": ["Cu", "C", "C", "C", "C", "C", "C", "C", "N", "C", "N", "C", "C", "C", "C", "C", "C", "C", "N", "C", "C", "C", "C", "C", "C", "C", "H", "H", "H", "H", "H", "H", "H", "H", "H", "H", "H", "H", "H", "H", "H", "H", "H", "H", "H", "H", "H", "H", "S", "C", "C", "N", "C", "H", "H", "H", "Cl", "Ge", "Cl", "Cl", "Br", "C", "C", "C", "C", "C", "C", "C", "O", "O", "H", "H", "H", "H"], "positions_angstrom": [[-0.9457, -0.3384, 1.3922], [0.5284, 1.6893, -4.5932], [1.6480, 2.3657, -3.8568], [2.7260, 2.9195, -4.5340], [3.7716, 3.5324, -3.8582], [3.7348, 3.6185, -2.4769], [2.6591, 3.0929, -1.7768], [1.6325, 2.4533, -2.4590], [0.5124, 1.9125, -1.7864], [0.4876, 1.2285, -0.6063], [1.6677, 0.7248, -0.2016], [1.9301, -0.0117, 0.9626], [0.9368, -0.5695, 1.7343], [1.2596, -1.3224, 2.8514], [2.5860, -1.5106, 3.1970], [3.5887, -0.9481, 2.4199], [3.2846, -0.1939, 1.3008], [4.3779, 0.4032, 0.4582], [-0.6321, 1.0532, 0.0472], [-1.7726, 1.6745, -0.5685], [-2.1497, 2.9531, -0.1797], [-3.2069, 3.5846, -0.8107], [-3.8777, 2.9328, -1.8364], [-3.4832, 1.6654, -2.2294], [-2.4187, 1.0101, -1.6136], [-1.9685, -0.3490, -2.0611], [0.7452, 1.6416, -5.6584], [-0.4202, 2.2208, -4.4786], [0.3720, 0.6730, -4.2275], [2.7477, 2.8572, -5.6145], [4.6041, 3.9453, -4.4105], [4.5325, 4.1100, -1.9371], [2.6107, 3.2013, -0.7012], [-0.3975, 2.1281, -2.1673], [2.4343, 0.8315, -0.8452], [0.4791, -1.7875, 3.4364], [2.8389, -2.1037, 4.0658], [4.6280, -1.0971, 2.6828], [5.3505, 0.1725, 0.8877], [4.2951, 1.4898, 0.3892], [4.3784, 0.0085, -0.5621], [-1.6175, 3.4351, 0.6296], [-3.5138, 4.5716, -0.4948], [-4.7120, 3.4125, -2.3302], [-4.0121, 1.1584, -3.0262], [-2.5311, -0.6654, -2.9378], [-2.1244, -1.0975, -1.2812], [-0.9026, -0.3749, -2.2976], [-1.3022, 1.1235, 5.8347], [-0.8416, 2.4085, 4.8051], [-0.7637, 1.9667, 3.5279], [-1.0567, 0.6400, 3.3620], [-1.3498, 0.0769, 4.4992], [-0.6638, 3.4019, 5.1754], [-0.5032, 2.5562, 2.6633], [-1.6268, -0.9608, 4.5862], [-4.9214, -0.5450, 0.1452], [-3.3939, -0.1512, 1.6551], [-4.0994, -1.4540, 3.2669], [-4.0334, 1.8047, 2.4310], [-3.6347, -4.0505, 0.6071], [-2.0250, -5.0246, 0.7378], [-2.1021, -6.4101, 0.7862], [-0.9430, -7.1667, 0.7974], [0.2946, -6.5420, 0.7290], [0.3585, -5.1616, 0.6639], [-0.7977, -4.3829, 0.6926], [-0.5959, -2.8885, 0.6561], [0.0569, -2.3906, -0.2491], [-1.1510, -2.2387, 1.6314], [-3.0713, -6.8875, 0.8047], [-1.0113, -8.2452, 0.8427], [1.2045, -7.1268, 0.7200], [1.3109, -4.6536, 0.5920]], "lowdin_charge": [0.333, -0.030, -0.203, -0.039, -0.080, -0.080, -0.037, -0.194, 0.157, -0.329, 0.171, -0.178, -0.080, -0.086, -0.066, -0.047, -0.204, -0.039, 0.079, -0.315, -0.060, -0.080, -0.073, -0.058, -0.273, -0.027, 0.080, 0.088, 0.082, 0.113, 0.104, 0.105, 0.116, 0.131, 0.118, 0.101, 0.105, 0.110, 0.080, 0.077, 0.090, 0.107, 0.106, 0.105, 0.115, 0.089, 0.060, 0.073, 1.054, -0.376, -0.244, -0.103, -0.498, 0.070, 0.104, 0.064, 0.107, -0.134, 0.097, 0.111, 0.795, -0.603, -0.129, -0.086, -0.079, -0.021, -0.163, -0.611, 0.066, -0.159, 0.096, 0.103, 0.102, 0.120]}

***

Entry 2:
{"formula": "C32H29BrCsFN4O5S", "method": "ωB97M-V/def2-TZVPD", "charge": -2, "largest_force_ev_per_a": 3.97, "homo_lumo_gap_ev": 4.4, "lumo_energy_ev": 3.54, "total_energy_ev": -133995.868, "mol_weight_g_mol": 813.48, "homo_ev": -0.901, "elements": ["Cs", "Br", "C", "C", "C", "C", "C", "C", "N", "C", "C", "C", "C", "C", "C", "N", "H", "H", "H", "H", "H", "H", "H", "H", "H", "O", "C", "O", "C", "O", "O", "C", "C", "C", "N", "C", "S", "N", "C", "O", "C", "C", "C", "C", "C", "C", "H", "H", "H", "H", "H", "H", "H", "H", "H", "H", "H", "H", "H", "H", "F", "C", "C", "C", "C", "C", "C", "C", "H", "H", "H", "H", "H", "H"], "positions_angstrom": [[-1.6987, -0.0996, -1.8267], [0.7205, 2.5703, 4.5831], [-0.0229, 3.0117, 2.8161], [0.5170, 3.9267, 1.9601], [0.0059, 3.9490, 0.6403], [-1.0529, 3.1139, 0.2724], [-1.6264, 2.2265, 1.2110], [-1.1053, 2.2482, 2.5375], [-1.6541, 3.1017, -1.0461], [-1.6889, 4.2006, -1.7103], [-2.3742, 4.1038, -3.0159], [-2.4470, 5.2414, -3.7909], [-3.1035, 5.1178, -5.0082], [-3.6617, 3.9189, -5.3764], [-3.5872, 2.8339, -4.4820], [-2.8940, 2.9516, -3.3785], [1.3472, 4.5418, 2.3379], [0.4711, 4.4951, -0.1140], [-2.4852, 1.5584, 0.9748], [-1.3612, 1.4371, 3.2069], [-1.2247, 5.1449, -1.4515], [-1.9044, 6.1117, -3.4574], [-3.0825, 5.9666, -5.6616], [-4.2790, 3.7573, -6.2706], [-4.1672, 1.9467, -4.7279], [-4.8256, -2.9107, 1.9905], [-3.9346, -2.2572, 1.5332], [-2.7050, -2.3912, 2.0072], [-4.0053, -1.2749, 0.3814], [-4.1775, -1.8882, -0.6932], [-3.7271, -0.0529, 0.6357], [-0.9691, -5.5437, 1.3083], [-0.6825, -5.5271, 2.7689], [0.5588, -4.7746, 3.1883], [0.4522, -3.3581, 2.8283], [0.8921, -2.9221, 1.7187], [0.3370, -1.4667, 0.9491], [1.8607, -3.7182, 0.9258], [3.0285, -4.2483, 1.2407], [3.7402, -4.8808, 0.4608], [3.5960, -3.9862, 2.6103], [4.3171, -5.0636, 3.1107], [4.8447, -4.9633, 4.3863], [4.7367, -3.7784, 5.1151], [4.0330, -2.7215, 4.5990], [3.4915, -2.7852, 3.2966], [-1.8113, -6.1872, 0.9676], [-0.0303, -5.8863, 0.7693], [-1.1299, -4.4511, 1.0326], [-0.5339, -6.5265, 3.1482], [-1.5537, -5.0303, 3.2993], [1.4379, -5.2970, 2.7952], [0.7218, -4.8972, 4.2739], [-2.0888, -1.6804, 1.8014], [1.5839, -3.8195, -0.0406], [4.3195, -6.0501, 2.7173], [5.4074, -5.7513, 4.7760], [5.0424, -3.7266, 6.1358], [3.8385, -1.8439, 5.1998], [2.8794, -1.9764, 2.8277], [1.0604, 0.0430, -4.2114], [1.0413, 1.3640, -4.0528], [0.2919, 2.1922, -4.9692], [0.3258, 3.6116, -4.7330], [1.0271, 4.2891, -3.6731], [0.9254, 5.6243, -3.5446], [1.5256, 3.3810, -2.7034], [1.5607, 1.9209, -2.8563], [-0.1683, 1.8797, -5.8760], [-0.0398, 4.2321, -5.5113], [0.6604, 6.2021, -4.4522], [1.4184, 6.2237, -2.7437], [1.9578, 4.1267, -1.9755], [1.8281, 1.1705, -1.9851]], "lowdin_charge": [0.856, 0.629, -0.654, -0.105, -0.012, -0.247, 0.008, -0.146, 0.085, -0.077, -0.287, -0.032, -0.080, -0.076, -0.137, 0.111, 0.106, 0.071, 0.083, 0.093, 0.117, 0.099, 0.095, 0.097, 0.105, 0.093, -0.497, 0.084, -0.682, -0.068, -0.132, -0.123, -0.290, -0.263, 0.029, -0.914, 0.443, 0.100, -0.497, 0.024, -0.158, -0.034, -0.088, -0.110, -0.078, -0.001, 0.075, 0.082, 0.079, 0.088, 0.128, 0.088, 0.109, 0.022, 0.128, 0.107, 0.073, 0.084, 0.098, 0.120, -0.014, -0.391, -0.022, -0.086, -0.473, -0.134, -0.087, -0.037, 0.077, 0.072, 0.019, 0.016, 0.099, 0.137]}

***

Entry 3:
{"formula": "C32H29BrI2N10O3STa", "method": "ωB97M-V/def2-TZVPD", "charge": 1, "largest_force_ev_per_a": 0.47, "homo_lumo_gap_ev": 7.3, "lumo_energy_ev": -3.58, "total_energy_ev": -153326.788, "mol_weight_g_mol": 1148.38, "homo_ev": -10.854, "elements": ["Ta", "C", "C", "N", "C", "C", "C", "S", "N", "C", "O", "C", "C", "C", "C", "C", "C", "H", "H", "H", "H", "H", "H", "H", "H", "H", "H", "H", "H", "H", "H", "H", "O", "C", "C", "C", "C", "C", "C", "C", "N", "C", "C", "N", "H", "H", "H", "H", "H", "H", "H", "I", "Br", "C", "C", "C", "C", "C", "N", "H", "H", "H", "H", "I", "C", "C", "N", "N", "C", "H", "H", "H", "O", "N", "C", "C", "N", "C", "N"], "positions_angstrom": [[-0.5418, 0.2813, 1.4050], [1.9033, -2.0559, -3.2823], [0.4474, -1.7335, -3.5847], [0.1194, -0.3220, -3.3576], [0.2792, 0.6093, -4.4914], [1.5604, 1.4254, -4.4245], [-0.2565, 0.1361, -2.1720], [-0.4482, -0.9800, -0.8747], [-0.5555, 1.4494, -2.1307], [-0.4794, 2.1742, -1.0609], [-0.0622, 1.7599, 0.1080], [-0.8233, 3.6091, -1.1829], [-0.7230, 4.4571, -0.0827], [-1.0833, 5.7891, -0.2024], [-1.5413, 6.2798, -1.4171], [-1.6320, 5.4406, -2.5203], [-1.2715, 4.1094, -2.4072], [2.0749, -3.1248, -3.4185], [2.1496, -1.7909, -2.2540], [2.5768, -1.5188, -3.9500], [-0.2183, -2.3449, -2.9782], [0.2163, -1.9429, -4.6279], [-0.5891, 1.2643, -4.5094], [0.2584, -0.0022, -5.3916], [1.5716, 2.0560, -3.5365], [1.6262, 2.0713, -5.3003], [2.4435, 0.7867, -4.4105], [-0.3706, 4.0706, 0.8625], [-1.0135, 6.4436, 0.6561], [-1.8321, 7.3183, -1.5050], [-1.9863, 5.8253, -3.4671], [-1.3402, 3.4455, -3.2574], [1.2495, -0.2342, 1.4216], [2.4918, -0.3309, 0.8828], [3.2228, 0.8370, 0.7278], [4.4841, 0.7780, 0.1610], [5.0023, -0.4452, -0.2420], [4.2573, -1.5994, -0.0788], [2.9770, -1.5769, 0.4804], [2.1871, -2.8104, 0.6019], [1.1457, -3.0284, 1.3789], [0.7503, -4.3197, 1.1262], [1.5523, -4.8859, 0.1840], [2.4637, -3.9161, -0.1429], [2.7824, 1.7702, 1.0547], [5.0632, 1.6837, 0.0421], [5.9919, -0.5027, -0.6740], [4.7000, -2.5419, -0.3764], [-0.0870, -4.7707, 1.6337], [1.5609, -5.8610, -0.2695], [3.1889, -4.0046, -0.8323], [-0.0009, 2.4484, 3.1546], [-3.0691, 0.3288, 4.0567], [-1.4382, -0.4526, 4.5430], [-1.2969, -0.8488, 5.8605], [-0.1104, -1.4401, 6.2536], [0.8845, -1.6238, 5.3079], [0.6665, -1.1934, 4.0187], [-0.4776, -0.6014, 3.6199], [-2.1087, -0.6867, 6.5530], [0.0297, -1.7530, 7.2796], [1.8259, -2.0909, 5.5576], [1.4129, -1.3351, 3.2552], [-3.3257, -5.3423, 2.7490], [-2.8973, -3.5056, 1.9452], [-3.6177, -2.7967, 0.9963], [-2.9467, -1.6752, 0.7490], [-1.8230, -1.5935, 1.4857], [-1.7883, -2.7138, 2.2135], [-4.5407, -3.0179, 0.4867], [-3.2073, -0.9230, 0.1191], [-0.9523, -2.9254, 2.8579], [-2.3966, 0.9376, 1.0183], [-2.9325, 2.1550, 0.9124], [-3.7665, 2.2367, -0.0611], [-4.0501, 1.0789, -0.8739], [-4.1951, 0.1196, -1.4896], [-4.4012, 3.4954, -0.3233], [-4.9198, 4.4912, -0.5584]], "lowdin_charge": [1.475, -0.060, -0.223, -0.096, -0.178, -0.056, -0.621, 0.828, 0.134, -0.389, -0.322, -0.157, -0.034, -0.053, -0.061, -0.064, -0.021, 0.082, 0.049, 0.073, 0.080, 0.122, 0.113, 0.119, 0.070, 0.084, 0.067, 0.014, 0.112, 0.111, 0.110, 0.105, -0.386, -0.281, 0.010, -0.053, -0.066, -0.029, -0.094, -0.307, 0.100, -0.130, -0.067, 0.113, 0.112, 0.114, 0.111, 0.113, 0.079, 0.116, 0.146, 0.402, 0.840, -0.778, -0.087, -0.019, -0.018, -0.135, -0.174, 0.110, 0.124, 0.121, 0.093, 0.934, -0.752, -0.088, -0.002, -0.172, -0.215, 0.139, 0.073, 0.101, -0.490, 0.082, -0.262, -0.126, 0.214, -0.140, 0.213]}

***

ΔE to the lowest compared entry with this formula, charge and spin for every record listed, in sequence, given in kcal/mol: 21.0, 16.7, 11.1.